Entry 1:
A cluster of 2 separate species, CH5ClN2 in total at a distorted geometry, computed with ωB97M-V with the def2-TZVPD basis set.

Structure (XYZ):
```
9
Properties=species:S:1:pos:R:3:forces:R:3:lowdin_spin:R:1
C -0.745615 1.428361 -0.762363 -0.183 0.358 -0.912 1.236
N 1.060039 -0.931994 -0.356596 0.855 0.070 1.651 0.040
N -1.848564 1.503076 0.017522 0.862 -0.478 1.804 0.344
Cl -0.793958 1.684152 -2.409691 0.250 0.060 -0.339 0.310
H 0.635790 -0.141529 -0.758917 -0.444 1.060 -0.510 0.029
H 0.857266 -1.719250 -0.912608 0.269 -0.990 -0.624 0.001
H 2.045462 -0.754173 -0.160822 -0.494 -0.403 -0.430 0.001
H -2.758195 1.729628 -0.286328 -0.716 0.255 -0.485 0.025
H -1.666610 1.420366 1.006715 -0.399 0.068 -0.155 0.014
```
Forces are in eV/Å.

Its energy above the lowest of the compared OMol25 structures with the same formula, charge and spin is 0.0 kcal/mol. The calculation puts the molar mass at 80.5 g/mol. As for the multiplicity: 3. The calculation puts the frontier orbital gap (spin up / spin down) at 7.434 / 8.533 eV. The value obtained for the HOMO energy (spin up / spin down) is -6.37 / -9.58 eV.

---

Entry 2:
A cluster of 2 separate species, C3H12NO in total, computed with ωB97M-V with the def2-TZVPD basis set.

Structure (XYZ):
```
17
Properties=species:S:1:pos:R:3:forces:R:3:nbo_charge:R:1
C -1.391924 -1.245082 1.350900 -0.080 -0.776 0.581 -0.086
O -1.149412 -2.626875 1.497850 -0.146 -0.263 -0.194 -0.708
C -0.253662 -0.769171 0.485123 -0.012 0.448 -0.745 -0.227
N -0.315737 0.744891 0.334580 0.486 -0.325 0.564 -0.680
H -1.354421 -0.783135 2.345934 -0.090 0.303 -0.116 0.177
H -2.355327 -1.032522 0.878189 -0.019 0.043 0.023 0.186
H -1.937897 -3.144129 1.730761 0.237 0.500 -0.081 0.503
H 0.724183 -1.021112 0.885222 -0.051 -0.017 0.165 0.242
H -0.340358 -1.172298 -0.522689 0.090 -0.106 0.073 0.237
H -0.468624 1.149741 1.262970 -0.215 0.182 -0.195 0.440
H -1.049109 1.035528 -0.311962 -0.056 0.078 0.130 0.445
H 0.578988 1.121742 -0.002920 -0.170 -0.110 -0.208 0.462
C 1.855824 1.535811 -1.994313 -0.103 0.153 0.365 -0.869
H 1.163123 1.074220 -2.693427 0.109 -0.067 -0.073 0.227
H 2.312122 0.799210 -1.333417 0.006 -0.169 -0.052 0.206
H 1.322867 2.284497 -1.400253 0.063 0.131 -0.106 0.184
H 2.659365 2.048685 -2.512550 -0.048 -0.004 -0.130 0.263
```
Forces are in eV/Å.

As for the total charge: +1. Its energy above the lowest of the compared OMol25 structures with the same formula, charge and spin is 29.1 kcal/mol. The calculation puts the molar mass at 78.1 g/mol. The calculation puts the frontier orbital gap at 11.149 eV. The value obtained for the HOMO energy is -14.85 eV.

---

Entry 3:
A cluster of 8 separate species, C50H47BrN10O16P in total at a distorted geometry, computed with ωB97M-V with the def2-TZVPD basis set.

Structure (XYZ):
```
125
Properties=species:S:1:pos:R:3:forces:R:3:lowdin_charge:R:1
C 6.103552 0.834409 -0.871671 0.433 -0.038 0.146 -0.031
C 5.672088 -0.170204 -1.888970 0.174 -0.138 -0.015 -0.433
N 6.291292 -1.207307 -2.255394 -0.087 -0.038 -0.013 0.172
C 4.369681 0.179382 -2.555274 -0.008 -0.040 -0.159 -0.096
C 3.236393 0.062129 -1.565126 -0.092 -0.139 0.478 -0.226
C 2.242541 -1.103867 -1.675745 -0.052 -0.074 -0.063 -0.277
N 2.784692 -2.446800 -1.715624 -0.035 0.547 -0.062 0.193
C 2.860630 -2.944076 -2.829954 0.054 -0.165 0.209 -0.282
O 2.917255 -3.454664 -3.863887 0.107 0.011 -0.042 0.206
C 1.319750 -0.730499 -0.510013 -0.158 0.350 -0.811 -0.033
C 1.180882 0.712288 -0.856564 0.214 -0.440 0.184 -0.067
N 2.218039 1.154418 -1.479310 -0.445 0.431 0.383 -0.160
P 2.448722 2.812308 -2.152017 0.389 0.245 -0.540 0.626
O 2.964876 3.532512 -0.816221 -0.923 -0.725 -0.247 -0.319
Br 0.300308 3.306407 -2.376156 0.040 0.152 0.086 0.479
H 7.168447 0.771602 -0.675563 0.184 -0.110 0.020 0.091
H 5.892002 1.831761 -1.230100 -0.043 0.030 0.011 0.044
H 5.599695 0.703951 0.083901 -0.156 -0.010 0.093 0.091
H 7.166684 -1.303491 -1.742244 0.052 -0.062 -0.018 0.066
H 4.238078 -0.476640 -3.409554 -0.182 -0.010 -0.188 0.125
H 4.487033 1.205454 -2.898715 -0.199 0.092 -0.240 0.092
H 3.615972 0.034560 -0.542533 0.417 -0.116 0.026 0.149
H 1.647753 -0.889550 -2.568751 0.054 -0.200 -0.244 0.138
H 1.858724 -0.790121 0.435513 -0.125 -0.293 0.302 0.155
H 0.356734 -1.222168 -0.506493 -0.095 -0.192 0.331 0.134
H 0.300085 1.293443 -0.649736 -0.024 0.336 0.015 0.058
H 3.465682 4.331733 -1.071865 0.343 0.413 0.167 0.002
C 2.755145 -6.681426 -4.330768 -0.020 -0.027 0.015 -0.069
C 2.949463 -7.631494 -3.336100 -0.017 0.058 -0.081 -0.064
C 2.895423 -8.981613 -3.642020 0.033 0.008 0.171 -0.004
C 2.647919 -9.354517 -4.948965 0.017 0.065 0.011 -0.146
C 2.446055 -8.428021 -5.953821 -0.025 0.084 -0.141 0.000
C 2.500461 -7.080540 -5.636402 0.007 0.019 0.074 -0.057
N 2.606159 -10.790389 -5.283977 -0.020 -0.027 -0.002 -0.354
O 2.766081 -11.581877 -4.378013 0.000 -0.007 -0.002 0.081
O 2.415475 -11.089670 -6.444280 -0.005 -0.007 0.000 0.082
H 2.800249 -5.626970 -4.092303 0.000 -0.192 -0.050 0.068
H 3.146864 -7.322579 -2.318526 0.005 -0.009 0.015 0.106
H 3.044645 -9.729882 -2.878632 -0.001 -0.076 -0.058 0.120
H 2.250548 -8.751495 -6.964761 0.013 -0.093 0.014 0.120
H 2.344285 -6.341595 -6.410358 -0.008 0.006 -0.007 0.109
C -5.042910 4.020185 0.193387 0.017 -0.026 0.019 -0.046
C -5.300117 3.199007 1.284896 0.002 0.062 -0.078 -0.047
C -4.408805 2.198299 1.630346 -0.102 -0.042 0.120 0.009
C -3.265802 2.045670 0.866088 0.022 0.073 -0.083 -0.142
C -2.992641 2.851539 -0.225020 0.108 0.012 -0.113 -0.015
C -3.891742 3.845963 -0.564276 -0.074 0.002 0.089 -0.050
N -2.305006 0.999867 1.228522 -0.093 0.052 0.000 -0.313
O -2.559935 0.288550 2.170027 0.035 -0.076 0.002 0.091
O -1.281115 0.892091 0.562522 -0.042 -0.001 -0.012 0.022
H -5.744337 4.800765 -0.067266 -0.015 0.003 -0.007 0.115
H -6.197638 3.339336 1.870059 -0.011 -0.004 0.014 0.116
H -4.601486 1.555286 2.476005 0.069 -0.026 -0.004 0.122
H -2.089396 2.702932 -0.796699 -0.005 -0.027 0.004 0.057
H -3.695579 4.482000 -1.415581 0.000 -0.018 -0.032 0.116
C -2.617336 -0.219454 5.315250 -0.024 -0.028 0.096 -0.067
C -3.386962 -0.420215 6.453265 0.066 0.026 -0.055 -0.049
C -2.819870 -0.274434 7.708122 -0.150 -0.037 0.031 -0.007
C -1.486013 0.075798 7.799070 -0.033 -0.022 -0.064 -0.142
C -0.698399 0.269117 6.680265 0.118 0.061 -0.121 -0.003
C -1.275451 0.118793 5.429882 -0.078 -0.008 0.003 -0.064
N -0.889067 0.263544 9.132168 -0.031 0.044 -0.002 -0.336
O -1.611997 0.097422 10.095825 0.125 -0.118 -0.047 0.058
O 0.278083 0.586065 9.190917 0.006 -0.027 0.003 0.089
H -3.062157 -0.327580 4.338440 -0.009 -0.025 -0.021 0.081
H -4.431302 -0.684922 6.365671 -0.015 0.000 0.014 0.114
H -3.407342 -0.431033 8.599449 0.069 -0.015 0.060 0.114
H 0.341932 0.537636 6.783320 0.002 0.004 0.098 0.118
H -0.679116 0.270004 4.540332 0.006 -0.006 -0.012 0.101
C -1.251159 -2.399054 -3.993494 0.054 0.075 0.142 -0.077
C -2.554390 -2.245154 -3.535132 0.086 0.026 0.011 -0.051
C -3.119627 -0.982840 -3.445494 -0.105 -0.093 0.044 0.008
C -2.363767 0.110971 -3.826573 0.023 -0.082 -0.046 -0.148
C -1.065233 -0.017470 -4.287494 0.175 0.030 -0.026 -0.015
C -0.508440 -1.285335 -4.366992 -0.052 -0.046 0.090 -0.075
N -2.946650 1.460671 -3.735055 0.251 -0.030 0.174 -0.345
O -4.064142 1.576453 -3.283060 -0.034 -0.026 -0.063 0.090
O -2.236077 2.386490 -4.084968 -0.169 0.132 0.003 0.001
H -0.818136 -3.385572 -4.068343 -0.006 -0.028 -0.020 0.107
H -3.132163 -3.113150 -3.250618 -0.012 -0.013 -0.009 0.118
H -4.129665 -0.852884 -3.085890 -0.011 0.089 -0.024 0.123
H -0.500503 0.855452 -4.580485 -0.085 0.060 -0.024 0.107
H 0.503747 -1.407740 -4.731875 -0.015 -0.009 -0.087 0.106
C -3.794853 3.030789 12.284370 -0.060 0.028 -0.045 -0.059
C -3.676285 2.087611 11.270910 -0.041 0.099 0.168 -0.055
C -4.493117 2.170090 10.156339 0.125 -0.140 -0.031 0.001
C -5.411810 3.198035 10.072359 0.034 -0.001 0.039 -0.147
C -5.551478 4.141785 11.071974 -0.044 0.139 0.095 -0.004
C -4.732926 4.051152 12.186793 0.070 -0.072 -0.016 -0.063
N -6.258196 3.292612 8.870886 -0.013 -0.019 -0.030 -0.353
O -6.122123 2.437183 8.015631 -0.001 0.012 -0.001 0.062
O -7.037398 4.219384 8.798243 -0.008 0.004 0.000 0.081
H -3.152481 2.970635 13.152595 -0.004 -0.008 0.016 0.109
H -2.949544 1.292580 11.342216 -0.038 0.051 0.032 0.083
H -4.412619 1.447744 9.360173 -0.057 0.038 -0.067 0.094
H -6.280892 4.932381 10.982939 -0.030 -0.021 -0.080 0.119
H -4.825397 4.781653 12.978309 -0.012 0.011 0.006 0.108
C 7.646887 6.206868 3.127138 -0.024 -0.006 -0.033 -0.048
C 7.934670 4.966823 2.570846 -0.033 0.047 0.014 -0.050
C 7.228747 4.521145 1.467201 0.127 -0.172 0.010 0.005
C 6.243169 5.335995 0.939031 0.001 0.077 -0.048 -0.139
C 5.936778 6.572195 1.479135 -0.099 0.181 0.014 0.009
C 6.648589 7.005449 2.584415 0.044 -0.042 0.022 -0.048
N 5.504030 4.880127 -0.240478 0.734 -0.388 0.294 -0.307
O 5.760753 3.779489 -0.696085 -0.010 0.584 0.157 0.048
O 4.656961 5.615916 -0.714731 -0.455 0.159 -0.171 0.064
H 8.204569 6.553003 3.986520 0.001 0.001 0.011 0.116
H 8.712220 4.348064 2.995586 0.004 -0.014 -0.003 0.115
H 7.445030 3.560275 1.025787 -0.032 0.006 -0.064 0.118
H 5.161077 7.185847 1.047115 -0.014 -0.032 -0.057 0.124
H 6.426127 7.968786 3.020504 -0.011 0.011 -0.005 0.116
C -4.619474 -1.801759 -9.579009 0.017 -0.009 0.013 -0.062
C -4.984527 -2.371625 -8.366272 0.032 0.040 -0.065 -0.060
C -4.029052 -2.979000 -7.568746 -0.134 -0.005 0.095 -0.003
C -2.717313 -2.999384 -8.005692 -0.054 0.028 -0.043 -0.149
C -2.332457 -2.442941 -9.211311 0.092 0.056 -0.128 -0.001
C -3.297146 -1.840518 -10.001496 -0.078 0.004 0.037 -0.059
N -1.695506 -3.625163 -7.155073 0.063 0.000 0.027 -0.338
O -2.056839 -4.120620 -6.104270 -0.076 -0.115 -0.085 0.052
O -0.541921 -3.599548 -7.535074 0.005 0.026 0.022 0.078
H -5.368503 -1.326123 -10.197433 -0.009 -0.004 -0.011 0.111
H -6.014869 -2.343029 -8.040832 -0.012 -0.010 0.007 0.110
H -4.300780 -3.427838 -6.625517 0.079 -0.032 0.020 0.118
H -1.301402 -2.478792 -9.528492 0.031 -0.044 0.070 0.120
H -3.016008 -1.399886 -10.947522 0.011 -0.001 -0.012 0.111
```
Forces are in eV/Å.

As for the total charge: +1. Its energy above the lowest of the compared OMol25 structures with the same formula, charge and spin is 0.0 kcal/mol. The calculation puts the molar mass at 1154.9 g/mol. The calculation puts the frontier orbital gap at 7.268 eV. The value obtained for the HOMO energy is -11.08 eV.

---

Entry 4:
A cluster of 2 separate species, C7H17BN2 in total at a distorted geometry, computed with ωB97M-V with the def2-TZVPD basis set.

Structure (XYZ):
```
27
Properties=species:S:1:pos:R:3:forces:R:3:nbo_charge:R:1
B 0.809350 -0.354976 -0.188547 -1.872 0.311 1.350 0.791
C 3.441680 0.412198 -0.186482 1.339 1.168 0.187 -0.431
C 3.107012 -0.888367 -0.859435 0.248 0.020 0.435 -0.207
C 2.642438 0.902035 1.030476 -0.130 -3.531 -0.153 -0.199
C -2.848612 -0.545081 1.341817 2.768 -1.670 -2.136 -0.667
C -2.159206 1.518140 -0.152630 -0.897 -0.558 -1.169 -0.680
C -2.257027 -0.809709 -1.142982 -0.826 0.233 -1.425 -0.680
C -2.196653 0.026636 0.052975 0.677 -0.130 1.954 0.118
N 1.681448 -0.994894 -0.999560 0.793 -0.599 -2.228 -0.915
N 1.214527 0.521663 0.817427 0.477 0.373 3.344 -0.941
H 4.474001 0.355462 0.101038 0.762 -0.132 0.419 0.213
H 3.521014 1.175265 -0.969234 -0.692 0.101 0.067 0.207
H 3.712115 -0.914106 -1.775464 -0.699 0.055 -0.298 0.194
H 3.405713 -1.784268 -0.349915 0.675 -0.311 0.884 0.177
H 3.106492 0.456576 1.993809 -0.970 0.467 -1.382 0.171
H 2.647467 1.927312 1.126823 0.505 2.346 0.137 0.191
H -3.879135 -0.404441 1.273060 -2.103 -0.294 -0.110 0.200
H -2.548032 -0.067701 2.212724 0.749 1.332 1.577 0.206
H -2.511389 -1.627771 1.512198 -0.945 1.323 -0.541 0.211
H -1.489336 2.007638 0.530135 0.292 0.297 0.408 0.224
H -3.211075 1.948065 0.012783 1.274 -0.281 -0.495 0.195
H -1.766934 1.680603 -1.211302 -0.763 0.235 1.348 0.214
H -1.472315 -0.509966 -1.849748 -0.547 0.204 -0.161 0.216
H -2.046101 -1.855662 -0.982800 -0.361 -0.412 0.334 0.216
H -3.296175 -0.665736 -1.604613 1.076 -0.484 0.092 0.182
H 1.448568 -1.599491 -1.749591 -0.742 -0.340 -0.448 0.395
H 0.795258 0.446975 1.781293 -0.088 0.279 -1.992 0.400
```
Forces are in eV/Å.

Its energy above the lowest of the compared OMol25 structures with the same formula, charge and spin is 59.1 kcal/mol. The calculation puts the molar mass at 140.0 g/mol. The calculation puts the frontier orbital gap (spin up / spin down) at 7.230 / 7.141 eV. The value obtained for the HOMO energy (spin up / spin down) is -6.64 / -6.48 eV.

---

- What is the energy above the lowest of the compared OMol25 structures with the same formula, charge and spin in the fourth record?
  59.1 kcal/mol

---

- Among the records above, which one has the highest energy above the lowest of the compared OMol25 structures with the same formula, charge and spin?
  C7H17BN2

---

- Number 1 is which compound?
  CH5ClN2

---

- What is the energy above the lowest of the compared OMol25 structures with the same formula, charge and spin in the third record?
  0.0 kcal/mol